DFT (ωB97M-V/def2-TZVPD) results for a 2-piece molecular cluster, C6H10O overall.

HOMO energy ... -0.2955 Ha
Strongest force on any atom ... 0.32 eV/Å
Energy above the lowest of the compared OMol25 structures with the same formula, charge and spin ... 133.85 kcal per mole

The geometry in XYZ format:
```
17
Properties=species:S:1:pos:R:3:forces:R:3:nbo_charge:R:1
C -2.2874 0.4086 1.5315 0.0 0.2 0.0 -0.34
C -2.1415 1.5151 0.8119 0.0 -0.1 0.1 -0.43
C -0.4410 -1.3827 0.0125 0.2 0.0 -0.2 -0.19
C 1.0160 -1.5595 -0.0467 0.1 -0.3 0.0 0.01
C 1.8540 -0.7502 -1.0466 0.0 0.0 -0.1 -0.48
C 1.4160 0.4813 -0.2549 0.0 0.2 -0.1 -0.06
O 0.7017 -0.3312 0.7501 -0.1 0.1 0.2 -0.41
H -1.5047 0.0457 2.1891 -0.1 0.1 -0.1 0.20
H -3.1827 -0.2049 1.4726 0.1 0.1 0.0 0.19
H -2.9113 1.8620 0.1277 0.1 0.0 0.1 0.19
H -1.2322 2.1116 0.8641 -0.1 -0.1 0.0 0.18
H -0.7487 -0.7747 -0.8591 0.0 0.0 0.1 0.12
H 1.4887 -2.3545 0.5306 0.0 0.1 -0.1 0.19
H 2.9285 -0.9406 -0.9906 -0.2 0.0 0.0 0.22
H 1.5140 -0.8166 -2.0827 0.1 0.0 0.2 0.22
H 2.2219 1.0253 0.2450 -0.2 -0.1 -0.1 0.20
H 0.7199 1.1783 -0.7278 0.1 -0.1 0.1 0.20
```
Forces are in eV/Å.


DFT (ωB97M-V/def2-TZVPD) results for one molecule with the formula C2H2N2O3.

HOMO energy ... -0.3574 Ha
SMILES ... O=c1[nH]c(O)no1
Strongest force on any atom ... 5.39 eV/Å
Energy above the lowest of the compared OMol25 structures with the same formula, charge and spin ... 56.83 kcal per mole

The geometry in XYZ format:
```
9
Properties=species:S:1:pos:R:3:forces:R:3:nbo_charge:R:1
O 2.1939 0.9023 -0.8111 -1.7 0.0 -1.2 -0.59
C 1.0374 0.5230 -0.7564 2.1 -0.9 -0.5 0.85
N 0.3485 0.5646 0.4353 2.8 3.0 -1.4 -0.67
C -0.6779 -0.2400 0.2147 -2.1 -4.3 2.4 0.63
O -1.4246 -0.4743 1.3744 -1.8 -3.2 -3.6 -0.65
N -0.6499 -1.0207 -0.9190 -0.6 4.3 3.1 -0.22
O 0.2821 -0.1981 -1.6645 1.8 0.0 0.3 -0.36
H 0.9618 1.2469 1.0346 -2.7 -2.0 -0.3 0.50
H -2.0713 -1.3037 1.0920 2.2 3.1 1.2 0.51
```
Forces are in eV/Å.


DFT (ωB97M-V/def2-TZVPD) results for C32H45AgIN5O2Si as an isolated structure.

HOMO energy ... -0.2322 Ha
Strongest force on any atom ... 0.14 eV/Å
Energy above the lowest of the compared OMol25 structures with the same formula, charge and spin ... 0.00 kcal per mole

The geometry in XYZ format:
```
87
Properties=species:S:1:pos:R:3:forces:R:3:lowdin_charge:R:1
Ag 0.8613 -0.2611 -1.0557 0.0 0.0 0.0 0.76
N 2.5323 1.5907 -1.8047 0.0 0.0 0.0 -0.01
C 3.6281 1.3924 -2.7572 0.0 0.0 0.0 -0.27
C 3.3268 0.2068 -3.6690 0.0 0.0 0.0 -0.20
C 3.3883 -1.1312 -2.9215 0.0 0.0 0.0 -0.22
C 2.2906 -2.1136 -3.3032 0.0 0.0 0.0 -0.27
N 0.9690 -1.5581 -2.9670 0.0 0.0 0.0 -0.04
H 1.8255 2.2160 -2.1734 0.0 0.0 0.0 0.05
H 2.8468 1.9714 -0.9216 0.0 0.0 0.0 0.08
H 4.5448 1.1948 -2.1971 0.0 0.0 0.0 0.12
H 3.8131 2.2865 -3.3621 0.0 0.0 0.0 0.11
H 4.0241 0.2038 -4.5102 0.0 0.0 0.0 0.11
H 2.3321 0.3694 -4.0977 0.0 0.0 0.0 0.10
H 3.2985 -0.9462 -1.8458 0.0 0.0 0.0 0.07
H 4.3616 -1.6013 -3.0814 0.0 0.0 0.0 0.11
H 2.4182 -3.0365 -2.7358 0.0 0.0 0.0 0.10
H 2.3585 -2.3733 -4.3657 0.0 0.0 0.0 0.11
H 0.2597 -2.2822 -2.9599 0.0 0.0 0.0 0.08
H 0.6685 -0.8682 -3.6462 0.0 0.0 0.0 0.04
C 1.6337 -2.9027 0.5402 0.0 0.0 0.0 -0.18
Si 1.8194 -1.4492 1.7284 0.0 0.1 0.0 0.34
C 1.1943 -2.0856 3.3897 0.0 0.0 0.0 -0.16
C 3.6738 -1.1305 1.8656 0.0 0.0 0.0 -0.17
N 0.9661 -0.0955 1.1084 0.0 -0.1 0.0 -0.15
C 0.7990 1.0803 1.7823 0.0 0.0 0.1 -0.32
C 1.2892 1.3136 3.0885 0.0 0.0 0.0 -0.06
C 1.0601 2.4821 3.7947 0.0 0.0 0.0 -0.11
C 0.3222 3.5117 3.2327 0.0 0.0 0.0 -0.12
C -0.1578 3.3434 1.9402 0.0 0.0 -0.1 -0.04
C 0.0965 2.1831 1.2323 0.0 0.0 0.0 -0.21
O -0.4079 2.0158 -0.0579 0.1 0.0 0.0 -0.07
C -0.7148 3.1312 -0.7924 -0.1 0.0 0.0 -0.31
C 0.2527 4.0688 -1.1330 0.0 0.0 0.0 -0.03
C -0.0865 5.1269 -1.9628 0.0 0.0 0.0 -0.08
C -1.3840 5.2610 -2.4423 0.0 0.0 0.0 -0.09
C -2.3483 4.3350 -2.0718 0.0 0.0 0.0 -0.09
C -2.0174 3.2729 -1.2433 0.0 0.0 0.0 -0.02
H 2.0971 -3.7948 0.9725 0.0 0.0 0.0 0.03
H 2.1211 -2.7061 -0.4175 0.0 0.0 0.0 -0.01
H 0.5825 -3.1275 0.3443 0.0 0.0 0.0 0.00
H 1.5398 -3.1116 3.5491 0.0 0.0 0.0 0.03
H 0.1027 -2.0979 3.3896 0.0 0.0 0.0 0.01
H 1.5232 -1.4927 4.2436 0.0 0.0 0.0 0.02
H 4.2059 -1.9973 2.2676 0.0 0.0 0.0 0.03
H 3.8930 -0.2760 2.5098 0.0 0.0 0.0 0.02
H 4.0903 -0.9126 0.8777 0.0 0.0 0.0 0.01
H 1.8745 0.5363 3.5605 0.0 0.0 0.0 0.07
H 1.4680 2.5831 4.7934 0.0 0.0 0.0 0.10
H 0.1246 4.4261 3.7751 0.0 0.0 0.0 0.09
H -0.7359 4.1289 1.4692 0.0 0.0 0.0 0.11
H 1.2534 3.9756 -0.7298 0.0 0.0 0.0 0.12
H 0.6687 5.8548 -2.2319 0.0 0.0 0.0 0.10
H -1.6422 6.0858 -3.0932 0.0 0.0 0.0 0.10
H -3.3629 4.4343 -2.4364 0.0 0.0 0.0 0.10
H -2.7518 2.5343 -0.9471 0.0 0.0 0.0 0.12
I -3.4158 2.9829 -5.6992 0.0 0.0 0.0 0.86
C -2.4491 1.7611 -4.3585 0.0 0.0 0.0 -0.79
C -3.0089 0.8002 -3.5477 0.0 0.0 0.0 -0.15
N -2.0014 0.2791 -2.8277 0.0 0.0 0.1 0.01
N -0.8214 0.8465 -3.1086 0.0 0.0 -0.1 0.01
C -1.0802 1.7462 -4.0462 0.0 0.0 0.0 -0.21
H -4.0240 0.4557 -3.4469 0.0 0.0 0.0 0.12
H -2.0505 -0.4630 -2.1330 0.0 0.0 0.0 0.09
H -0.2937 2.3633 -4.4509 0.0 0.0 0.0 0.11
C -2.6741 -1.8323 5.3881 0.0 0.0 0.0 -0.04
C -2.5602 -2.0823 3.9124 0.0 0.0 0.0 -0.26
C -2.6756 -1.0436 3.0013 0.0 0.0 0.0 0.00
C -2.5253 -1.2434 1.6354 0.0 0.0 0.0 -0.17
C -2.6782 -0.0645 0.7239 0.0 0.0 0.0 -0.04
C -2.2284 -2.5414 1.1725 0.0 0.0 0.0 -0.11
C -2.0146 -2.8320 -0.2455 0.0 0.0 0.1 -0.19
O -2.0766 -2.0495 -1.1786 0.0 0.0 -0.1 -0.02
C -2.1078 -3.6102 2.0876 0.0 0.0 0.0 -0.21
C -1.7629 -5.0172 1.6616 0.0 0.0 0.0 -0.04
C -2.2896 -3.3620 3.4358 0.0 0.0 0.0 -0.02
H -3.0684 -0.8384 5.5930 0.0 0.0 0.0 0.08
H -1.6897 -1.9068 5.8559 0.0 0.0 0.0 0.09
H -3.3210 -2.5699 5.8643 0.0 0.0 0.0 0.08
H -2.8760 -0.0404 3.3600 0.0 0.0 0.0 0.12
H -2.9186 0.8266 1.3033 0.0 0.0 0.0 0.09
H -3.4640 -0.2325 -0.0151 0.0 0.0 0.0 0.09
H -1.7481 0.1255 0.1885 0.0 0.0 0.0 0.05
H -1.7659 -3.8811 -0.4711 0.0 0.0 0.0 0.12
H -0.7707 -5.0649 1.2080 0.0 0.0 0.0 0.08
H -2.4771 -5.4244 0.9448 0.0 0.0 0.0 0.08
H -1.7601 -5.6725 2.5307 0.0 0.0 0.0 0.08
H -2.1921 -4.1800 4.1411 0.0 0.0 0.0 0.12
```
Forces are in eV/Å.


DFT (ωB97M-V/def2-TZVPD) results for a 15-piece molecular cluster, C60H105N15 overall.

HOMO energy ... -0.4064 Ha
Strongest force on any atom ... 5.82 eV/Å
Energy above the lowest of the compared OMol25 structures with the same formula, charge and spin ... 147.50 kcal per mole

The geometry in XYZ format:
```
180
Properties=species:S:1:pos:R:3:forces:R:3:lowdin_charge:R:1
C -0.3912 -2.3238 -0.4182 -1.6 -0.2 0.2 -0.10
C -0.7998 -0.9436 0.1183 1.1 -0.5 0.0 -0.26
C -0.4499 0.2115 -0.7888 1.7 0.6 0.2 -0.16
C 0.9852 0.1714 -1.1672 0.2 -0.5 -0.8 -0.21
N 2.1091 0.1179 -1.4310 -0.7 0.0 0.2 0.18
H -0.3932 -3.0093 0.4292 -0.1 -0.2 0.0 0.07
H 0.5921 -2.4575 -0.8692 -0.1 0.6 -0.2 0.05
H -1.2086 -2.6392 -1.0666 0.4 -0.5 -0.4 0.07
H -0.2295 -0.9106 1.0466 -0.4 0.9 0.3 0.10
H -1.8730 -0.8253 0.2682 0.1 -0.5 0.5 0.11
H -0.4263 1.1521 -0.2386 -0.9 0.2 0.1 0.12
H -1.1285 0.2728 -1.6396 0.3 0.1 -0.1 0.12
C -4.3122 -7.4238 -0.9007 -0.6 -0.1 0.7 -0.11
C -5.2727 -7.9696 0.1818 1.0 -0.2 -0.2 -0.23
C -4.8894 -9.4114 0.7575 -1.1 1.2 -0.7 -0.18
C -3.5144 -9.6176 1.1835 -0.1 0.7 0.2 -0.25
N -2.4322 -9.7230 1.5476 0.2 -0.1 0.0 0.14
H -4.8014 -6.6308 -1.4662 -0.1 0.0 0.0 0.07
H -4.0905 -8.2378 -1.5909 0.4 0.2 0.0 0.07
H -3.4386 -6.9637 -0.4390 0.3 -0.4 -0.3 0.07
H -6.2687 -7.9439 -0.2601 -0.1 -0.7 0.2 0.10
H -5.3359 -7.2656 1.0116 0.2 -0.1 0.1 0.09
H -5.0926 -10.1990 0.0319 -0.3 0.1 -0.1 0.11
H -5.5716 -9.5219 1.6003 0.2 -0.5 0.1 0.11
C -2.0479 0.8835 5.7771 0.0 -1.3 1.2 -0.07
C -1.4662 -0.3196 6.6804 -1.2 1.1 -0.7 -0.21
C -2.5787 -1.0209 7.5261 0.9 -0.1 -0.1 -0.19
C -3.4595 -0.1451 8.2410 -2.3 2.5 1.2 -0.26
N -4.1845 0.5655 8.8200 1.5 -1.4 -1.1 0.14
H -2.4132 0.5765 4.7971 0.5 -0.1 -0.1 0.05
H -1.3137 1.6867 5.7150 -0.1 -0.1 -0.2 0.06
H -2.9475 1.2562 6.2668 0.1 0.3 0.2 0.05
H -0.6808 0.0871 7.3175 -0.1 -0.2 0.0 0.08
H -1.0310 -1.0944 6.0492 0.1 0.2 0.1 0.05
H -2.1600 -1.5735 8.3672 0.5 -0.6 -0.4 0.12
H -3.1799 -1.6884 6.9086 0.0 -0.1 0.0 0.11
C 5.0084 -0.8917 -4.4055 -0.6 -0.4 -0.5 -0.10
C 4.9799 0.5980 -4.1328 0.9 0.2 1.6 -0.24
C 6.2838 1.3819 -4.4914 -0.4 -0.3 -0.2 -0.17
C 7.5333 0.7875 -3.9948 4.4 -1.8 1.9 -0.22
N 8.5915 0.3848 -3.6061 -4.7 1.7 -1.7 0.13
H 4.1231 -1.0904 -5.0095 0.3 -0.5 -0.4 0.06
H 4.8565 -1.4877 -3.5056 0.2 0.1 0.1 0.06
H 5.9221 -1.2483 -4.8810 -0.1 0.0 -0.2 0.08
H 4.8535 0.6492 -3.0514 0.1 0.5 0.2 0.07
H 4.0530 1.0497 -4.4862 0.4 0.3 -0.5 0.08
H 6.2701 2.4030 -4.1102 -0.2 0.1 -0.1 0.11
H 6.4384 1.4335 -5.5692 -0.2 0.1 -0.2 0.12
C -0.2579 1.1856 -4.9294 0.0 0.2 -0.8 -0.10
C 1.0045 1.9555 -4.4728 -1.2 0.3 -0.4 -0.22
C 1.7764 2.6935 -5.6429 -1.1 -1.8 0.4 -0.18
C 2.5340 3.7486 -5.0740 2.5 2.7 1.7 -0.26
N 3.1568 4.5784 -4.5330 -1.4 -1.8 -1.2 0.15
H -1.1215 1.7751 -5.2372 0.1 0.6 0.3 0.05
H -0.6636 0.4833 -4.2012 0.4 0.0 0.1 0.06
H -0.0534 0.6591 -5.8617 0.3 -0.5 0.1 0.07
H 1.6205 1.2401 -3.9279 0.4 0.2 -0.2 0.07
H 0.7234 2.7284 -3.7574 0.0 -0.1 0.2 0.10
H 1.1264 3.1201 -6.4069 -0.3 -0.2 0.1 0.12
H 2.4222 1.9590 -6.1242 0.1 0.2 -0.2 0.11
C -0.9693 8.3270 1.2082 0.1 1.2 -0.2 -0.11
C -2.0477 8.1440 0.1437 0.6 -0.7 -0.4 -0.23
C -1.4543 7.5693 -1.1975 0.3 -0.7 1.0 -0.17
C -0.4473 6.4815 -1.0225 -1.4 1.5 -0.2 -0.24
N 0.3323 5.6555 -0.9426 0.8 -1.0 0.2 0.15
H -0.1541 8.9032 0.7705 0.4 -0.3 0.1 0.08
H -0.5975 7.4124 1.6702 0.0 -0.1 -0.4 0.06
H -1.3218 8.9721 2.0130 -0.3 -0.1 0.1 0.07
H -2.4725 9.0805 -0.2176 -0.2 0.1 0.6 0.10
H -2.8119 7.5428 0.6363 -0.3 -0.2 -0.7 0.09
H -0.9443 8.4044 -1.6777 0.0 -0.1 -0.2 0.12
H -2.2043 7.1586 -1.8735 -0.2 0.2 0.1 0.08
C 5.5177 -8.5476 0.3564 -2.9 0.4 0.3 -0.08
C 4.0133 -8.0202 0.1268 1.5 -1.0 -1.3 -0.22
C 4.0062 -6.7317 -0.7400 0.1 0.2 0.9 -0.22
C 4.3800 -6.9025 -2.1372 0.3 -0.4 -1.1 -0.25
N 4.6031 -7.0073 -3.2683 -0.1 0.1 1.1 0.14
H 5.9817 -8.4904 -0.6282 0.7 0.3 0.5 0.07
H 5.4528 -9.5908 0.6658 0.1 0.0 -0.1 0.06
H 5.8588 -7.9947 1.2317 1.0 0.2 -0.6 0.07
H 3.4660 -7.9353 1.0656 0.0 0.3 -0.2 0.10
H 3.5782 -8.8033 -0.4943 -0.6 0.0 0.3 0.10
H 4.6890 -6.0131 -0.2867 0.1 0.2 -0.1 0.10
H 3.0508 -6.2091 -0.7863 -0.2 -0.2 0.4 0.09
C -0.6323 4.4846 3.9069 -1.0 -0.3 -0.1 -0.09
C -2.1465 4.7543 3.5869 1.2 -0.1 1.1 -0.23
C -2.6239 4.3598 2.1904 0.2 -0.1 0.1 -0.19
C -2.8284 2.9153 2.0311 0.7 4.1 0.5 -0.24
N -3.0281 1.8176 1.9534 -0.6 -4.1 -0.4 0.17
H -0.4022 3.4645 3.5995 0.2 0.0 -0.1 0.07
H -0.5274 4.4912 4.9918 0.1 0.2 0.0 0.07
H 0.0988 5.1728 3.4826 -0.2 0.0 -0.2 0.06
H -2.3870 5.7891 3.8307 0.0 0.2 -0.4 0.10
H -2.6355 4.1978 4.3865 -0.5 -0.2 -0.4 0.10
H -1.9018 4.6687 1.4346 0.0 0.1 -0.1 0.11
H -3.5729 4.8298 1.9324 0.1 0.1 0.2 0.07
C 0.5449 -3.2004 4.2487 1.6 0.1 -0.8 -0.07
C 1.8375 -2.5408 3.5899 -0.4 1.1 1.6 -0.20
C 2.8679 -2.0214 4.6659 -1.0 -0.8 0.2 -0.19
C 2.2292 -1.3547 5.8163 -2.5 2.8 3.9 -0.19
N 1.6937 -0.8268 6.7551 2.7 -2.6 -4.5 0.15
H -0.1090 -2.4382 4.6725 0.0 0.0 -0.3 0.04
H 0.8113 -3.8573 5.0767 0.2 -0.1 0.0 0.07
H 0.0490 -3.8092 3.4928 -0.3 0.2 0.1 0.06
H 1.5599 -1.6141 3.0876 -0.4 -0.1 -0.3 0.09
H 2.4220 -3.0992 2.8587 -0.4 -0.6 0.2 0.08
H 3.5874 -1.3594 4.1840 0.0 0.0 0.3 0.07
H 3.3394 -2.8808 5.1423 0.5 -0.1 -0.3 0.12
C -2.7329 -2.1103 2.9414 1.9 -0.7 -1.2 -0.11
C -3.1755 -3.5216 2.5394 -0.3 1.1 0.2 -0.24
C -4.3987 -3.8125 3.4237 0.6 -1.2 -0.3 -0.20
C -5.5692 -3.0737 2.9992 -1.0 0.3 -0.3 -0.24
N -6.4994 -2.4972 2.6351 0.6 -0.3 0.2 0.15
H -3.3538 -1.3107 2.5375 -0.5 -0.1 0.7 0.08
H -1.7886 -1.9378 2.4251 0.3 0.2 0.0 0.04
H -2.4494 -2.1035 3.9939 -0.6 0.5 0.1 0.06
H -2.4115 -4.2943 2.6240 0.1 0.2 0.7 0.10
H -3.3534 -3.5238 1.4641 -0.7 0.0 0.0 0.11
H -4.1746 -3.5754 4.4638 0.1 0.2 0.0 0.11
H -4.5753 -4.8880 3.4380 -0.5 0.0 -0.2 0.11
C 0.6322 -2.2555 -4.0948 0.1 0.0 0.5 -0.09
C 1.7883 -3.0903 -3.4852 -0.7 0.6 -1.6 -0.25
C 1.5382 -4.5349 -3.1160 -1.1 -0.6 0.6 -0.18
C 0.2520 -4.8962 -2.4581 1.5 0.6 -0.5 -0.22
N -0.7161 -5.2545 -1.9742 -1.0 -0.3 0.4 0.15
H 0.1541 -2.6500 -4.9914 0.1 -0.5 0.1 0.08
H 1.0485 -1.2988 -4.4104 0.1 0.1 0.1 0.04
H -0.1477 -2.0424 -3.3638 -0.1 0.0 0.0 0.05
H 2.2596 -2.4811 -2.7139 0.1 -0.3 0.1 0.08
H 2.4326 -3.2282 -4.3535 0.8 0.5 0.3 0.10
H 2.3381 -4.8880 -2.4652 0.0 -0.1 -0.1 0.08
H 1.5220 -5.1427 -4.0207 0.3 -0.1 0.0 0.12
C -2.2327 6.9665 -5.1049 -0.2 -2.4 -0.4 -0.07
C -2.9216 5.5538 -5.4015 -1.3 1.5 -0.9 -0.23
C -2.7179 4.3872 -4.4689 0.7 -0.5 1.4 -0.21
C -3.8502 3.5279 -4.1681 -4.6 -2.3 0.0 -0.24
N -4.8043 2.8404 -3.9975 3.6 2.5 -0.5 0.13
H -1.1616 6.7844 -5.0176 0.1 0.4 0.4 0.07
H -2.6939 7.3604 -4.1993 0.4 0.2 0.0 0.05
H -2.3926 7.6426 -5.9448 -0.1 -0.1 0.1 0.07
H -2.8073 5.2230 -6.4338 0.5 0.1 -0.1 0.10
H -3.9890 5.7732 -5.3792 -0.2 0.0 0.1 0.10
H -2.4540 4.7511 -3.4759 0.5 0.1 0.2 0.10
H -1.9821 3.6410 -4.7687 0.6 0.5 -0.1 0.09
C -7.9191 3.9296 -0.7181 0.5 0.1 0.4 -0.09
C -7.3942 5.1442 0.0706 0.2 0.4 -0.4 -0.24
C -5.9770 5.0060 0.7144 0.1 -0.4 -0.1 -0.18
C -4.7390 4.8905 -0.1271 0.3 -0.7 -1.7 -0.20
N -3.8282 4.7474 -0.8469 -1.8 0.6 1.6 0.17
H -7.4435 3.9187 -1.6988 0.2 -0.5 0.1 0.07
H -8.9909 3.9089 -0.9153 0.0 0.5 0.3 0.07
H -7.7239 3.0328 -0.1301 0.2 -0.3 -0.3 0.08
H -8.0223 5.3624 0.9343 -0.2 0.0 -0.1 0.10
H -7.4215 6.0100 -0.5911 0.0 0.2 0.1 0.10
H -6.0897 4.1303 1.3534 0.6 -0.3 -0.1 0.12
H -5.7663 5.8152 1.4136 -0.3 0.3 -0.1 0.11
C 3.2668 3.0248 -0.4651 -1.5 0.6 -0.5 -0.13
C 4.5617 2.8705 0.1695 2.6 -0.4 -0.3 -0.29
C 4.5994 3.0941 1.6806 0.6 0.2 -0.7 -0.16
C 3.9454 2.0047 2.3284 -1.0 -1.4 1.2 -0.22
N 3.3974 1.1155 2.8207 0.4 0.5 -0.3 0.18
H 3.3750 2.9299 -1.5456 -0.2 0.1 0.0 0.07
H 2.8584 4.0037 -0.2141 -0.4 0.0 -0.3 0.07
H 2.5904 2.2359 -0.1360 -0.2 0.2 0.0 0.05
H 5.3508 3.4702 -0.2840 -0.3 0.8 0.0 0.12
H 4.9593 1.9117 -0.1633 0.0 -0.6 0.9 0.09
H 4.1049 4.0236 1.9629 0.0 0.1 -0.1 0.13
H 5.6370 3.1366 2.0118 0.0 0.0 0.2 0.13
C 6.2723 -0.7176 -0.6654 -0.6 -0.5 -0.6 -0.10
C 6.0537 -1.3804 0.7006 0.5 0.7 0.3 -0.22
C 4.5809 -1.4384 1.1972 0.8 1.3 0.2 -0.18
C 3.9210 -2.5419 0.5657 0.3 0.4 1.0 -0.24
N 3.3990 -3.4291 0.0865 -0.8 -1.4 -0.9 0.19
H 5.4778 -0.0209 -0.9327 -0.3 0.0 0.4 0.04
H 6.2397 -1.4482 -1.4737 0.4 0.0 -0.1 0.07
H 7.1784 -0.1135 -0.7116 0.2 -0.4 0.0 0.07
H 6.7741 -0.8590 1.3309 -0.8 0.5 0.8 0.10
H 6.4526 -2.3860 0.8340 -0.1 -0.3 -0.8 0.11
H 3.9376 -0.5824 0.9937 0.4 0.5 -0.6 0.08
H 4.5342 -1.4065 2.2857 0.0 -0.9 0.0 0.09
```
Forces are in eV/Å.